Formula: C28H52B3O12P
Source: OMol25
Level of theory: ωB97M-V/def2-TZVPD

The geometry in XYZ format:
```
96
Properties=species:S:1:pos:R:3:lowdin_charge:R:1
H 2.541 1.103 -2.181 0.06
C -8.198 0.523 2.159 -0.21
C -3.787 0.947 -0.067 -0.08
C 6.997 -2.696 1.432 -0.17
H 1.741 4.335 -6.694 0.11
C -4.718 1.563 -0.897 -0.08
H 1.256 2.395 -5.331 0.12
H 2.472 5.189 -5.331 0.12
H 6.322 -2.917 -0.602 0.11
H 4.584 3.804 -4.084 0.12
H -4.065 0.074 0.502 0.10
C 5.678 -7.920 3.653 -0.21
O 1.928 3.168 -0.486 0.31
H -7.114 -0.117 5.249 0.11
H -11.260 2.368 -2.099 0.11
C 5.320 -6.589 5.541 -0.21
H -1.756 0.944 0.659 0.12
H 7.312 -6.919 6.387 0.11
P 3.350 0.533 -0.276 0.40
O 1.849 5.317 -1.551 0.27
H -9.100 1.279 4.004 0.11
H 3.962 -1.432 -0.088 0.08
O 3.866 4.588 -0.547 0.28
H 5.309 -8.948 3.731 0.12
H 6.290 -8.358 6.313 0.11
H 3.633 2.777 -6.791 0.12
H 3.113 6.692 -0.346 0.12
H 7.754 -1.892 -0.472 0.11
C -0.368 4.117 -1.132 -0.06
O -0.783 2.895 -0.562 -0.04
C -2.490 1.424 0.034 0.00
C 7.263 -2.774 -0.065 -0.18
H -0.762 4.966 -0.568 0.14
H 1.053 3.679 -4.126 0.11
H 4.460 4.299 -6.448 0.11
H -6.671 1.316 4.315 0.11
H 7.859 -2.261 1.942 0.12
H 7.645 -8.633 4.292 0.11
C -3.008 3.156 -1.549 -0.03
C 6.561 -7.437 5.793 -0.17
H -10.852 -0.327 -1.977 0.11
C -8.522 0.429 3.643 -0.17
H 5.581 -5.532 5.419 0.11
H -8.016 1.560 1.857 0.12
B 2.974 5.605 -0.802 -0.30
H -9.286 3.067 -0.887 0.12
C 7.009 -7.752 4.368 -0.17
H 4.739 2.165 -4.747 0.12
B 3.296 3.338 -0.434 -0.57
C 8.121 -4.028 -0.167 -0.20
C -2.093 2.536 -0.713 -0.27
H 5.732 -7.650 2.598 0.11
H -5.719 1.179 -0.977 0.08
C 2.353 4.211 -5.803 -0.16
H 6.118 -2.109 1.690 0.10
H -8.442 -0.361 -0.667 0.10
O 2.292 0.415 0.730 -0.26
H -8.985 0.112 1.525 0.10
B 1.207 4.203 -1.038 -0.50
C -6.399 -0.524 3.221 -0.20
H -5.331 -0.312 3.173 0.11
O 2.878 0.287 -1.786 -0.11
H -2.731 4.007 -2.148 0.10
H -10.629 0.622 -0.503 0.11
C 4.245 2.087 -0.243 -0.06
H 5.829 -4.515 1.663 0.12
H 7.162 -4.377 2.824 0.11
C -4.313 2.670 -1.630 -0.08
O 7.698 -4.891 0.893 -0.15
C 1.761 3.219 -4.817 -0.18
H 4.579 -6.672 6.337 0.11
C -10.275 0.480 -1.528 -0.17
H -9.090 -0.481 3.850 0.11
H -0.632 4.205 -2.187 0.12
C 6.859 -4.166 1.798 -0.21
H -8.478 -0.331 -2.440 0.12
O -6.995 -0.220 1.958 -0.15
C 3.724 3.591 -6.070 -0.16
C -7.127 0.326 4.254 -0.17
H 4.722 2.140 0.732 0.11
C -10.353 1.798 -2.293 -0.17
H -8.682 3.195 -2.551 0.12
O 4.462 -0.605 -0.060 -0.13
H 9.181 -3.795 -0.023 0.12
H 8.008 -4.547 -1.120 0.12
H 4.989 2.055 -1.038 0.10
C -9.095 2.508 -1.810 -0.20
C -8.778 0.208 -1.535 -0.20
H 7.554 -6.901 3.953 0.11
H -6.532 -1.593 3.420 0.12
O 4.750 -7.058 4.318 -0.14
H -5.024 3.154 -2.280 0.10
O 2.857 2.679 -4.066 -0.15
H -10.292 1.610 -3.368 0.11
C 4.091 3.041 -4.697 -0.19
O -8.137 1.486 -1.531 -0.16
```

Properties
Multiplicity: 1
Highest occupied orbital energy: -8.08 eV
Orbital gap: 0.3131 hartree
SMILES: O=P(O)(O)CB1OBOB(COc2ccccc2)O1.C1CCOC1.C1CCOC1.C1CCOC1.C1CCOC1.C1CCOC1

Formula: C44H59ClKN4OP2
Source: OMol25
Level of theory: ωB97M-V/def2-TZVPD

The geometry in XYZ format:
```
112
Properties=species:S:1:pos:R:3:lowdin_charge:R:1
H 0.889 1.300 3.231 0.07
H 6.857 0.016 -1.468 0.08
C 3.553 4.359 2.103 -0.08
C -0.824 1.539 -4.357 -0.55
H -2.029 -2.573 -0.110 0.10
H 0.035 2.856 -2.862 0.05
H 2.565 -2.550 3.724 0.09
C -0.344 -2.661 -3.780 -0.11
C -1.363 -2.574 2.980 -0.14
C 4.845 0.415 -2.135 -0.14
C 3.489 0.198 -1.887 -0.19
C 2.516 4.799 1.296 -0.04
H -2.505 -0.184 5.213 0.05
O -0.317 3.323 -0.394 -0.10
C -2.542 -1.067 4.576 -0.12
H -1.130 -1.363 -6.106 0.06
C -2.958 -0.360 -1.529 -0.34
C -0.173 1.491 3.413 -0.53
H 0.276 3.597 3.227 0.08
C -4.952 -1.555 -2.350 -0.11
H 5.718 -0.911 2.588 0.07
H -5.134 2.673 3.256 0.08
H -4.444 1.637 -0.845 0.11
H -1.458 3.228 3.177 0.07
C 3.841 3.005 2.145 -0.05
H 0.124 1.503 -4.902 0.09
H 0.323 5.273 -0.059 0.12
H 6.127 -1.351 0.442 0.08
C -2.595 0.820 1.889 -0.30
H -1.933 2.504 -5.938 0.07
H 2.247 5.847 1.251 0.11
C 2.995 -0.544 -0.791 -0.17
H -1.404 -3.379 3.722 0.08
N 3.636 -1.121 2.544 -0.26
C 0.886 -4.936 -0.748 -0.05
C 5.375 -0.889 -0.196 -0.10
C 1.041 -3.566 -0.585 -0.14
H 0.349 -3.405 -4.186 0.08
N 0.013 -2.758 -0.334 0.06
H -0.806 3.711 -4.173 0.08
C -4.547 2.172 2.497 -0.12
C -0.471 2.885 2.857 -0.11
C -0.382 -5.483 -0.657 -0.10
H -3.458 -1.022 3.983 0.08
H 0.256 2.283 5.365 0.08
C -0.103 -1.177 -5.782 -0.13
C -1.978 1.577 -5.355 -0.12
C 3.078 2.141 1.370 -0.10
C -4.155 1.575 0.197 -0.05
H -0.079 0.552 5.402 0.06
H 4.642 2.614 2.760 0.10
H -5.911 -2.014 -2.130 0.09
C -2.987 0.815 0.512 -0.32
C -3.202 -1.024 -3.873 -0.14
H -0.457 2.906 1.769 0.05
C -4.911 2.219 1.147 -0.11
H 4.909 -0.660 4.139 0.08
H 2.558 -0.874 4.325 0.08
C 5.799 -0.130 -1.281 -0.14
C -2.428 -0.442 -2.858 -0.31
C -4.452 -1.570 -3.656 -0.12
H 0.218 -0.215 -6.186 0.06
H -2.609 -1.944 5.230 0.07
H 2.535 -2.142 1.110 0.07
C -3.394 1.488 2.828 -0.14
C -1.442 -4.631 -0.415 -0.64
H -2.792 -1.066 -4.875 0.08
H 5.167 1.001 -2.994 0.08
C -1.210 -3.274 -0.263 -0.19
H -4.633 -0.992 -0.323 0.11
H -1.956 0.744 -6.056 0.05
C 0.705 4.299 -0.381 -0.19
N 2.075 2.560 0.593 0.13
C 4.008 -1.079 0.043 -0.30
H -0.488 -2.728 2.349 0.05
H 1.588 -1.310 2.906 0.05
H -0.552 -6.545 -0.781 0.10
H -1.354 -2.924 -4.100 0.07
N -2.270 0.195 -0.481 -0.04
H -3.079 1.489 3.865 0.08
C -4.232 -0.979 -1.331 -0.06
H 2.778 0.632 -2.599 0.06
H -1.747 2.875 -2.925 0.08
K 0.386 0.175 -0.334 0.43
H 1.141 4.424 -1.381 0.12
H 1.107 -1.131 -4.036 0.09
H -5.014 -2.014 -4.468 0.08
P -0.707 0.088 -3.173 1.06
H 0.523 -1.950 -6.241 0.07
C 1.806 3.862 0.556 -0.28
H -0.317 -2.728 -2.695 0.04
C 2.535 -1.487 3.419 -0.11
H 5.115 -2.312 3.505 0.08
P -0.979 0.117 2.379 1.06
H 2.008 -3.072 -0.678 0.09
H 4.123 5.065 2.697 0.10
C 4.906 -1.263 3.226 -0.12
C -1.321 -1.206 3.670 -0.55
H -5.787 2.781 0.841 0.09
H 1.744 -5.564 -0.955 0.10
H -1.401 1.715 5.205 0.06
H 4.153 -2.807 1.368 0.12
C 3.578 -1.869 1.270 -0.19
H -2.937 1.554 -4.833 0.07
H -0.419 -1.188 4.288 0.08
Cl -3.063 -5.247 -0.305 0.66
H -2.257 -2.658 2.352 0.07
H -0.867 3.437 -1.174 0.05
H 3.273 1.073 1.377 0.09
C -0.830 2.827 -3.528 -0.14
C -0.368 1.494 4.930 -0.12
C 0.043 -1.262 -4.263 -0.53
```

Properties
Multiplicity: 1
Relative energy (zero: lowest compared OMol25 entry of this formula, charge and spin): 0.9468 eV
Total charge: -1
Highest occupied orbital energy: -3.63 eV
Orbital gap: 0.2160 hartree

Formula: C57H55N5O4S3Sn
Source: OMol25
Level of theory: ωB97M-V/def2-TZVPD

The geometry in XYZ format:
```
125
Properties=species:S:1:pos:R:3:lowdin_charge:R:1
C -2.440 1.670 2.295 -0.04
H 2.444 -1.120 -6.395 0.10
H 4.124 -4.619 -4.592 0.10
H 1.892 -4.527 3.288 0.10
H -1.767 6.989 -1.809 0.10
C -7.039 -1.717 2.161 -0.08
C 2.782 -1.654 -5.514 -0.07
C -0.984 -3.209 4.449 -0.07
C -4.854 -1.259 1.259 -0.07
C 0.998 2.454 2.144 -0.11
C 2.621 4.739 1.889 -0.09
C 0.279 -3.770 4.477 -0.07
C 3.726 -3.615 -4.510 -0.09
S -0.795 2.302 -2.843 1.01
C 3.245 0.143 3.059 -0.01
H 2.298 -0.051 -4.160 0.13
H -3.981 -0.120 -4.075 0.12
C -1.334 4.944 -2.275 -0.09
H 3.235 5.626 1.795 0.10
C -2.495 4.343 0.186 -0.04
C -5.724 -1.301 2.340 -0.07
H -4.331 2.256 -3.980 0.12
C -2.419 5.659 -0.249 -0.07
H -0.108 -3.629 -4.536 0.09
C -4.627 0.037 -2.010 -0.31
C 2.096 4.119 0.765 -0.09
C -1.261 1.959 4.349 -0.04
H 3.348 -3.423 -6.611 0.10
C 3.984 0.194 -1.738 -0.15
H 4.230 3.345 -0.509 0.08
C -7.486 -2.104 0.903 -0.08
C -1.998 3.316 -0.609 -0.08
C -3.629 2.404 4.261 -0.10
H -7.715 -1.751 3.007 0.10
C 0.253 -3.811 2.080 -0.23
C 2.978 -0.970 -1.777 -0.48
O 1.672 -0.532 -1.668 -0.37
C 1.309 2.980 0.897 -0.02
O -0.903 1.045 -2.024 -0.62
H 2.484 -2.684 -0.625 0.08
H -2.803 6.456 0.375 0.11
N 0.620 -4.231 -1.505 -0.03
H 1.312 -3.238 -3.652 0.06
C 5.836 2.275 -1.453 -0.09
C -1.234 1.631 2.992 -0.10
H 1.602 -4.365 -1.692 0.11
H -2.531 -2.488 3.135 0.10
C 6.212 1.083 -2.062 -0.09
H -8.506 -2.445 0.770 0.10
C 2.355 4.198 3.142 -0.08
H -5.683 0.033 -2.293 0.10
H -2.428 2.586 6.033 0.10
C -3.514 1.877 -3.362 -0.22
H -3.593 2.391 -2.401 0.10
H 4.004 -3.548 -2.392 0.10
C 3.615 1.392 -1.142 -0.01
H 5.425 -1.074 0.793 0.12
H -1.514 -2.955 5.358 0.10
H 2.157 -5.810 1.331 0.09
N -0.955 -3.234 2.053 0.13
C -3.664 0.368 -3.149 -0.24
H 6.555 3.078 -1.337 0.10
H 3.184 0.702 3.983 0.11
H 2.773 4.657 4.031 0.10
H 2.575 -5.110 -0.225 0.07
C 0.738 0.064 3.011 -0.05
C 3.289 -1.253 0.727 -0.26
H -0.359 1.915 4.946 0.09
H -0.854 5.175 -3.222 0.11
H 0.056 -0.777 2.900 0.11
C 0.908 -4.078 3.279 -0.02
C 3.289 -1.946 -0.601 -0.07
H -4.542 2.100 2.341 0.10
H 2.600 1.494 -0.780 0.09
C -1.432 3.630 -1.831 -0.40
C -0.228 -4.068 -2.593 -0.92
H -3.815 -0.965 1.372 0.10
H -4.546 2.710 4.749 0.10
C 4.491 -0.849 1.295 -0.01
C 3.647 -3.002 -3.257 -0.07
H -5.371 -1.012 3.324 0.10
C 2.218 -4.872 0.776 -0.03
H -4.476 0.705 -1.156 0.10
N 0.167 -3.955 -0.265 0.05
C -1.836 5.961 -1.478 -0.08
H 0.774 -3.973 5.419 0.11
H -2.208 3.274 -4.437 0.09
H 5.391 0.190 2.943 0.11
H 0.919 2.477 0.025 0.09
H 2.295 4.519 -0.224 0.10
H 4.252 -2.439 -0.740 0.12
C -2.187 2.267 -4.015 -0.31
H 2.968 -4.242 1.259 0.08
H 7.223 0.957 -2.434 0.10
C 0.872 -4.195 0.766 -0.29
C 4.533 2.425 -0.995 -0.06
N 0.460 -3.782 -3.720 0.11
S -4.183 -1.597 -1.373 0.94
H -2.921 4.108 1.155 0.10
C 3.293 -2.946 -5.639 -0.10
H -1.891 1.567 -4.801 0.10
C 2.080 -0.292 2.441 -0.24
C 1.553 3.072 3.265 -0.04
C -5.317 -1.635 0.009 -0.38
O -0.289 0.768 0.979 -0.40
S -1.862 -4.295 -2.539 0.62
H -2.007 2.284 -0.274 0.08
C -3.622 2.064 2.915 -0.09
H 1.372 2.681 4.258 0.10
H 0.837 0.297 4.072 0.11
C -1.551 -2.955 3.206 -0.14
Sn -0.068 -0.775 -0.406 1.44
H -2.432 1.386 1.251 0.09
C 2.707 -1.050 -4.271 -0.02
C 0.061 1.230 2.233 -0.45
C 4.469 -0.143 2.482 -0.04
C -6.619 -2.076 -0.180 -0.09
O -2.806 -1.401 -0.816 -0.65
N 2.103 -0.995 1.297 0.14
C -2.440 2.337 4.978 -0.08
H 5.597 -0.872 -2.684 0.12
C 3.139 -1.715 -3.118 -0.17
H -6.949 -2.403 -1.162 0.11
H -2.691 -0.038 -2.881 0.08
C 5.291 0.052 -2.204 -0.03
```

Properties
Multiplicity: 1
Relative energy (zero: lowest compared OMol25 entry of this formula, charge and spin): 0.9840 eV
Highest occupied orbital energy: -7.40 eV
Orbital gap: 0.2899 hartree

> The highest orbital gap belongs to which entry?

C28H52B3O12P

> highest occupied orbital energy of number 1 (C28H52B3O12P)?

-8.08 eV